No. 1
A structure of composition C20H26I2MnN6O2S2. Source: the OMol25 dataset; level of theory: wB97M-V/def2-TZVPD.

Geometry as ORCA input:
```
! wB97M-V def2-TZVPD RIJCOSX def2/J DEFGRID3
* xyz 0 6
I 0.40362 4.21222 -1.79517
I -3.00768 3.71535 -2.33240
Mn -0.51295 1.67656 -0.42712
S -2.84743 -1.24717 1.93994
S -0.42169 2.33549 2.01274
O -0.24451 -0.25211 -1.02483
O 4.07756 -0.76839 1.90661
N 0.20564 -0.20512 2.45380
N 1.86896 1.65910 -0.44031
N -3.77722 -0.89980 -0.50945
N 1.10706 -3.46760 -0.31534
N 1.88207 1.29966 2.83738
N -4.82845 -2.50840 0.73901
C -3.87936 -1.56152 0.64386
C 2.26103 4.04019 -0.85843
C 0.63170 -1.12012 -0.66726
C 2.48245 0.53427 -0.29989
C 4.24836 5.14856 -0.07768
C 2.68082 2.82412 -0.31654
C -5.76076 -2.84544 -0.32386
C 3.89024 2.82218 0.39434
C -5.10863 -2.56036 -1.66847
C 0.29961 -2.52536 -0.72972
C 0.62111 1.05250 2.45216
C 2.31883 -3.13193 0.17428
C 4.16843 -1.58850 0.72222
C 4.66516 3.96274 0.50585
C -4.60752 -1.12451 -1.67959
C -2.47022 1.92202 -1.25230
C 3.03840 5.18454 -0.75018
C -1.03560 -2.90998 -1.27854
C 2.78922 -1.84591 0.19343
C 1.93852 -0.80104 -0.26073
H -5.82394 -2.71567 -2.47527
H -4.00366 -0.92377 -2.56436
H -4.87219 -2.97946 1.62601
H 4.63324 -2.54394 0.97233
H 4.93829 -0.76503 2.33791
H 2.68248 6.10676 -1.18839
H 4.80223 -1.08843 -0.01868
H -3.04600 -0.20758 -0.54917
H -3.25874 1.86217 -0.49865
H 2.20689 2.24699 2.74566
H -2.65297 1.15033 -2.00558
H -5.44938 -0.42462 -1.68716
H -0.71918 -0.41861 2.07724
H 4.84839 6.04415 0.00787
H 0.85168 -0.96557 2.60327
H -1.05959 -3.98711 -1.43004
H -1.81745 -2.62243 -0.57596
H 5.59174 3.92240 1.06345
H -1.23196 -2.38673 -2.21585
H -6.01858 -3.89977 -0.22781
H 3.56242 0.55411 -0.20430
H -4.26863 -3.24172 -1.81787
H 2.92951 -3.94968 0.54001
H 4.22430 1.92500 0.89706
H 2.55821 0.54663 2.84305
H -6.68390 -2.26468 -0.22254
*
```

HOMO energy (alpha / beta) ... -7.3 / -8.0 eV
<S²> ... 8.758
Total energy ... -103392.2616 eV
Energy above the lowest of the compared OMol25 structures with the same formula, charge and spin ... 3.5 kcal per mole



No. 2
A structure of composition C20H26IrN4O7PS. Source: the OMol25 dataset; level of theory: wB97M-V/def2-TZVPD.

Geometry as ORCA input:
```
! wB97M-V def2-TZVPD RIJCOSX def2/J DEFGRID3
* xyz 1 2
Ir 0.33123 0.05977 0.14304
S 2.32661 -0.97362 0.62149
P -1.40406 -2.45259 1.41879
O -2.50528 3.49977 0.43302
O 0.83363 -0.83495 -1.57083
O 1.06546 1.59773 1.06669
O -1.59783 1.50025 0.89893
O -0.33729 -1.34128 1.36304
O 1.54928 2.93719 2.72662
O 1.38867 -0.49728 -3.71099
N -2.79282 -1.98881 0.68003
N -0.29989 1.44440 -1.38602
N -0.84924 -3.85951 0.81210
N -1.76986 -2.67249 2.98430
C 0.91134 -0.10914 -2.68576
C 1.72798 1.86636 2.21295
C -1.51988 -4.57288 -0.27400
C -1.17865 3.52037 -2.09014
C 4.42649 -0.93410 3.96790
C -1.04792 2.52615 -1.14908
C -0.52232 3.35857 -3.31424
C -2.79213 -1.44137 -0.67299
C 3.29697 1.17285 3.96215
C 0.58208 -4.17264 0.93065
C 0.28287 1.25669 -2.55926
C -1.73795 2.46192 0.17118
C -2.00938 -1.48795 3.81480
C 3.78951 -1.27824 2.78977
C 0.19998 2.20574 -3.56636
C 2.90683 -0.38737 2.17210
C 2.64546 0.84308 2.77207
C -4.09913 -2.51233 1.07659
C -1.56252 -3.90713 3.73497
C 4.18103 0.29879 4.56003
H -3.15681 -2.17679 -1.39647
H -2.56259 -4.27892 -0.34541
H 1.15280 -3.75058 0.10335
H -2.88986 3.40336 1.31913
H 0.98255 -3.77816 1.86292
H -2.46825 -4.15112 4.29373
H 0.70201 -5.25662 0.93284
H -0.74000 -3.79354 4.44461
H -2.94048 -1.60606 4.37201
H -1.03071 -4.38406 -1.23328
H -4.83366 -1.70599 1.04558
H -0.61351 4.11942 -4.07747
H -4.05596 -2.90553 2.08833
H -1.19079 -1.34582 4.52280
H -4.43652 -3.30354 0.40102
H -1.78098 4.39202 -1.87993
H -2.08673 -0.59766 3.19340
H 5.10777 -1.63759 4.42894
H 0.69383 2.01685 -4.50935
H -3.43533 -0.56034 -0.71675
H -1.79026 -1.15280 -0.98340
H 4.67683 0.57355 5.48096
H -1.33951 -4.72717 3.05941
H 3.98080 -2.23903 2.32622
H 3.08873 2.14006 4.39820
H -1.48411 -5.64459 -0.07600
*
```

HOMO energy (alpha / beta) ... -10.6 / -10.5 eV
<S²> ... 0.762
Total energy ... -64413.0630 eV
Energy above the lowest of the compared OMol25 structures with the same formula, charge and spin ... 68.7 kcal per mole



No. 3
An isolated molecule of C20H26N2O3S. Source: the OMol25 dataset; level of theory: wB97M-V/def2-TZVPD.

Geometry as ORCA input:
```
! wB97M-V def2-TZVPD RIJCOSX def2/J DEFGRID3
* xyz 0 1
S 1.68471 -2.06576 0.41104
O -4.72117 1.68639 -0.56456
O -2.43967 -2.64015 -0.11274
O 0.21513 0.87527 1.78841
N -1.24442 -1.23596 1.23043
N 2.92141 1.38065 -1.41677
C -0.59485 -3.54168 1.13551
C 0.66933 -3.58147 0.27674
C 5.28695 0.38957 -0.37939
C -2.72261 2.53747 0.28492
C 3.17590 0.07848 -1.45315
C -3.03579 0.15873 0.32651
C -1.54038 -2.43809 0.67719
C -5.55517 0.61551 -0.96326
C 1.02784 -1.04535 -0.96196
C 3.82007 2.18827 -0.88435
C -3.51167 1.42566 0.00287
C -1.48156 2.39704 0.87947
C 5.02108 1.74936 -0.34991
C 2.47313 1.27805 2.35560
C 4.35142 -0.46201 -0.94133
C 2.09312 -0.79090 -2.02499
C -1.78783 0.01447 0.90967
C 1.18333 1.90304 1.84748
C -0.99828 1.13991 1.20124
C -5.08300 -0.06458 -2.24502
H -4.96131 0.67646 -3.03139
H 2.77363 0.46516 1.69894
H -0.38153 -1.16112 1.75792
H 2.50883 -1.73750 -2.37433
H -3.60195 -0.73303 0.12461
H -5.66001 -0.11560 -0.15255
H 1.31708 -4.39235 0.60984
H 3.26096 2.02501 2.38152
H 6.20802 -0.00100 0.02873
H -4.13297 -0.56962 -2.09306
H -5.82130 -0.79700 -2.55968
H -0.32162 -3.39685 2.18148
H -0.89504 3.27832 1.08376
H 0.70346 -0.09685 -0.53898
H 4.52255 -1.52654 -0.97900
H 1.62204 -0.27006 -2.86058
H 5.72447 2.44838 0.07505
H 0.42603 -3.72899 -0.77452
H 2.32531 0.87726 3.35475
H -1.11295 -4.49670 1.02831
H 0.85094 2.69928 2.52782
H 3.56014 3.23963 -0.88897
H 1.33625 2.32977 0.84693
H -6.52836 1.08653 -1.13084
H -3.09872 3.51512 0.03103
H 0.16902 -1.56961 -1.37645
*
```

HOMO energy ... -7.6 eV
Structure (SMILES) ... CCOc1ccc(OCC)c(NC(=O)CCSCCc2ccccn2)c1
Total energy ... -41120.4446 eV
Energy above the lowest of the compared OMol25 structures with the same formula, charge and spin ... 21.3 kcal per mole



No. 4
An isolated molecule of C20H26N2O4. Source: the OMol25 dataset; level of theory: wB97M-V/def2-TZVPD.

Geometry as ORCA input:
```
! wB97M-V def2-TZVPD RIJCOSX def2/J DEFGRID3
* xyz 0 1
O -0.30769 0.32111 -0.99463
O -2.39282 2.95351 1.72846
O -0.39794 -1.82159 0.34678
O 1.79029 1.07946 -0.67084
N -1.10877 1.12339 1.31508
N 0.36975 -3.21174 -1.25597
C 1.32480 -5.06930 -5.01837
C -3.35759 0.76901 2.04365
C -0.22938 3.06807 3.60853
C 2.45954 -4.57915 -4.12359
C 0.14724 -0.79362 -1.73033
C 0.13162 -4.12145 -4.93974
C 0.52952 5.02678 2.44740
C 0.62942 1.04809 -0.34462
C 0.20591 -4.34964 -0.37176
C 0.01626 -2.00241 -0.78656
C 0.62057 2.87392 1.27359
C 0.03374 1.75227 0.81176
C 0.22914 5.79891 3.55167
C 0.28483 3.65183 2.44959
C -0.29581 5.20904 4.69002
C -0.34185 -3.97600 -3.49613
C 1.98163 -4.44551 -2.67932
C -0.51198 3.84094 4.71699
C 0.80890 -3.46350 -2.62019
C -2.26436 1.75267 1.68435
H -3.01168 0.09444 2.82330
H -0.68155 -4.94595 -3.12887
H -0.90795 3.37560 5.60820
H -0.38066 2.00010 3.64514
H -1.15171 0.12676 1.11678
H 0.42017 -3.14190 -5.32754
H -0.34968 -4.01442 0.50206
H 1.44204 3.24942 0.67599
H -4.23079 1.31232 2.39234
H 1.15851 -2.51657 -3.03828
H -3.62528 0.17913 1.16970
H 0.40639 6.86454 3.52842
H 0.93672 5.48850 1.55942
H 1.19046 -0.63050 -2.02611
H 1.01655 -6.06709 -4.69842
H 1.17439 -4.73140 -0.04643
H -1.18399 -3.28303 -3.44127
H 2.81451 -3.61082 -4.48278
H -0.49465 -0.89495 -2.60734
H 3.29611 -5.27835 -4.16805
H 1.67164 -5.14211 -6.05030
H -0.53077 5.81240 5.55468
H 2.79441 -4.08451 -2.04659
H 1.67220 -5.42660 -2.31776
H -0.35045 -5.14207 -0.87032
H -0.68493 -4.49794 -5.55816
*
```

HOMO energy ... -8.1 eV
Structure (SMILES) ... CC(=O)N/C(=C\c1ccccc1)C(=O)OCC(=O)N(C)C1CCCCC1
Total energy ... -32333.3650 eV
Energy above the lowest of the compared OMol25 structures with the same formula, charge and spin ... 21.0 kcal per mole



energy above the lowest of the compared OMol25 structures with the same formula, charge and spin of number 1 (C20H26I2MnN6O2S2)? 3.5 kcal per mole



energy above the lowest of the compared OMol25 structures with the same formula, charge and spin of number 1 (C20H26I2MnN6O2S2)? 3.5 kcal per mole



What is the energy above the lowest of the compared OMol25 structures with the same formula, charge and spin in the second record? 68.7 kcal per mole



Look up the total energy of the fourth one. -32333.3650 eV